Entry from the Open Molecules 2025 dataset: a single CN2O2 molecule at a distorted geometry (ωB97M-V/def2-TZVPD).

```
5
Properties=species:S:1:pos:R:3:forces:R:3:mulliken_charge:R:1
C 0.826 0.036 -0.034 0.77 0.35 -0.05 0.332
N 1.952 0.207 0.033 0.78 0.05 -0.03 -0.190
N -0.512 -0.147 -0.038 -5.52 5.85 0.71 0.581
O -1.002 -1.225 0.027 0.09 -0.10 -0.22 -0.343
O -1.264 1.129 0.011 3.88 -6.15 -0.40 -0.380
```
Forces are in eV/Å.

Properties
Electronic energy in eV: -8105.9879
Max |F| in eV/A: 8.1
Net charge: 0
SMILES: N#C[N+](=O)[O-]
Frontier orbital gap (spin up / spin down) in hartree: 0.3421 / 0.3332

Entry from the Open Molecules 2025 dataset: a 2-piece molecular cluster, CN2O2S overall at a distorted geometry (ωB97M-V/def2-TZVPD).

```
6
Properties=species:S:1:pos:R:3:forces:R:3:mulliken_charge:R:1
C 0.370 1.269 0.844 -0.88 -1.34 0.38 0.550
N -0.079 1.482 1.901 0.00 0.55 0.73 -0.474
N -0.200 -0.992 -0.856 -0.05 1.74 -2.94 0.631
O -0.195 -0.762 -2.007 0.31 -0.54 2.19 -0.314
O 0.673 0.780 -0.237 0.80 0.15 -1.64 -0.598
S -0.569 -1.776 0.355 -0.18 -0.56 1.27 0.205
```
Forces are in eV/Å.

Properties
Electronic energy in eV: -18942.0135
Max |F| in eV/A: 3.4
Net charge: 0
Frontier orbital gap (spin up / spin down) in hartree: 0.2564 / 0.2447

Entry from the Open Molecules 2025 dataset: a single CN2O2S molecule at a distorted geometry (ωB97M-V/def2-TZVPD).

```
6
Properties=species:S:1:pos:R:3:forces:R:3:mulliken_charge:R:1
C -0.710 -0.345 0.033 -0.18 -2.09 -0.39 0.669
N -0.429 1.037 0.053 0.00 2.26 -0.34 -0.001
N 0.660 1.496 -0.055 0.81 -2.60 0.55 -0.116
O -1.792 -0.811 0.009 -0.03 0.05 0.18 -0.405
O 0.449 -1.095 -0.056 -1.53 0.25 0.30 -0.206
S 1.821 -0.282 0.017 0.94 2.13 -0.30 0.059
```
Forces are in eV/Å.

Properties
Electronic energy in eV: -18944.7850
Max |F| in eV/A: 2.8
Net charge: 0
SMILES: O=c1nnso1
Frontier orbital gap in hartree: 0.3104

Entry from the Open Molecules 2025 dataset: CN2O2S3 as an isolated structure at a distorted geometry (ωB97M-V/def2-TZVPD).

```
8
Properties=species:S:1:pos:R:3:forces:R:3:mulliken_charge:R:1
C -1.591 -0.107 0.242 -2.53 0.04 0.80 0.563
N -0.967 -1.024 0.727 0.92 -0.96 0.10 -0.276
N 0.314 0.647 -0.525 1.84 0.97 -0.31 -0.271
O 0.566 -1.914 -1.094 -0.21 -1.07 -2.09 -0.470
O 2.397 0.936 0.748 1.38 0.58 0.85 -0.431
S -2.683 0.900 -0.130 -0.82 0.89 -0.45 -0.310
S 0.579 -1.062 0.028 0.90 1.06 2.04 0.611
S 1.385 1.624 0.004 -1.48 -1.50 -0.94 0.585
```
Forces are in eV/Å.

Properties
Electronic energy in eV: -40614.5629
Max |F| in eV/A: 2.7
Net charge: 0
Frontier orbital gap in hartree: 0.3148

Entry from the Open Molecules 2025 dataset: an isolated ion of composition CN2O3S3 and charge -2 at a distorted geometry (ωB97M-V/def2-TZVPD).

```
9
Properties=species:S:1:pos:R:3:forces:R:3:mulliken_charge:R:1
C 1.217 0.608 0.030 1.03 -0.78 -0.02 0.509
N 0.323 1.497 -0.156 -2.66 0.61 -0.34 -0.484
N 0.956 -0.774 0.201 -0.21 -0.29 0.37 -0.227
O 2.437 0.941 0.113 0.17 0.04 -0.07 -0.758
O -3.291 1.560 0.105 0.00 0.41 0.27 -0.590
O 0.144 -3.038 -0.072 -0.48 0.01 -0.17 -0.583
S -2.349 -1.156 0.528 -0.24 -0.07 0.19 -0.446
S -2.324 0.593 -0.501 1.22 0.15 -0.18 0.252
S -0.082 -1.642 -0.503 1.16 -0.09 -0.04 0.327
```
Forces are in eV/Å.

Properties
Electronic energy in eV: -42661.6265
Max |F| in eV/A: 2.8
Net charge: -2
Frontier orbital gap in hartree: 0.1949

Entry from the Open Molecules 2025 dataset: a 3-piece molecular cluster, CN2O5 overall at a distorted geometry (ωB97M-V/def2-TZVPD).

```
8
Properties=species:S:1:pos:R:3:forces:R:3:mulliken_charge:R:1
C 1.834 0.853 -1.852 0.61 1.09 0.55 0.778
N -1.473 -0.414 1.695 0.21 -0.06 -0.59 0.823
N -0.390 -0.796 -0.423 2.60 1.06 3.48 0.278
O 0.147 -0.368 0.523 -1.04 -1.56 -4.39 -0.152
O -2.109 -1.035 0.904 -1.36 -0.11 0.82 -0.447
O -1.641 -0.031 2.794 -0.80 0.15 1.31 -0.508
O 2.892 1.289 -1.594 -1.25 -0.90 -0.52 -0.373
O 0.740 0.502 -2.046 1.04 0.35 -0.67 -0.399
```
Forces are in eV/Å.

Properties
Electronic energy in eV: -14248.4305
Max |F| in eV/A: 4.8
Net charge: 0
Frontier orbital gap (spin up / spin down) in hartree: 0.3126 / 0.2871

- Look up the max |F| of the fifth one.
  2.8 eV/A

- What is the formula in the first record?
  CN2O2